# H18O9Sr

A structure of composition H18O9Sr (ωB97M-V/def2-TZVPD, the Open Molecules 2025 dataset).

For the LUMO energy, the calculation gives -6.1 eV. As for the energy relative to the best compared isomer or geometry (same formula, charge and spin): 3.6 kcal per mole. For the total energy, the calculation gives -718.3163 Ha. The value obtained for the HOMO energy is -18.4 eV. The calculation puts the frontier orbital gap at 12.305 eV. The charge is +2. Its maximum force is 0.021 hartree/bohr.

Last column: natural (NBO) charge in e.
Positions of all 28 atoms, in Å:
Sr (15.58, -1.79, -7.02)  1.8562
O (13.44, -0.53, -5.78)  -0.9779
H (12.74, -0.85, -5.19)  0.5069
H (12.96, -0.13, -6.52)  0.4864
O (15.63, -3.84, -8.68)  -0.9836
H (14.94, -4.52, -8.79)  0.5030
H (16.45, -4.27, -8.95)  0.4973
O (16.24, 0.76, -7.46)  -0.9980
H (16.10, 1.56, -7.99)  0.5125
H (17.00, 0.97, -6.89)  0.5002
O (16.88, -0.68, -5.00)  -1.0046
H (17.76, -0.67, -4.60)  0.5145
H (16.45, 0.13, -4.68)  0.5073
O (17.60, -1.52, -8.86)  -0.9914
H (18.26, -1.96, -9.41)  0.5049
H (17.57, -0.60, -9.18)  0.4998
O (14.37, -0.80, -9.32)  -0.9829
H (13.40, -0.78, -9.31)  0.4867
H (14.59, -0.36, -10.15)  0.5099
O (13.19, -3.09, -7.48)  -0.9861
H (12.66, -2.91, -8.27)  0.4983
H (12.74, -3.83, -7.07)  0.5016
O (17.56, -3.26, -6.35)  -0.9902
H (18.39, -3.56, -6.74)  0.5110
H (17.53, -3.69, -5.48)  0.4971
O (14.91, -3.06, -5.04)  -0.9935
H (15.49, -3.13, -4.27)  0.5073
H (14.38, -3.87, -5.01)  0.5073


# C3H4N2O

An isolated molecule of C3H4N2O (ωB97M-V/def2-TZVPD, the Open Molecules 2025 dataset).

For the LUMO energy (spin up / spin down), the calculation gives -0.8 / -0.8 eV. As for the energy relative to the best compared isomer or geometry (same formula, charge and spin): 127.6 kcal per mole. For the total energy, the calculation gives -301.2839 Ha. The value obtained for the HOMO energy (spin up / spin down) is -8.6 / -8.6 eV. The calculation puts the frontier orbital gap (spin up / spin down) at 7.793 / 7.796 eV. Its maximum force is 0.021 hartree/bohr.

Last column: natural (NBO) charge in e.
Positions of all 10 atoms, in Å:
O (0.54, -1.19, -1.08)  -0.6570
C (-1.15, -0.33, -0.17)  -0.1298
C (-0.78, 1.01, -0.10)  -0.2782
N (0.46, 1.12, 0.51)  -0.1563
N (1.06, 0.06, 0.83)  -0.1539
C (0.15, -0.96, 0.29)  0.0542
H (-0.17, -1.75, -1.44)  0.4961
H (-1.27, 1.91, -0.43)  0.2165
H (0.92, 2.01, 0.72)  0.4151
H (0.24, -1.89, 0.87)  0.1933